No. 1
The following is a quantum chemistry calculation of a cluster of 2 separate species, C2H2FNO in total in a non-equilibrium geometry, from OMol25.

Values from the calculation:
ΔE to the lowest compared entry with this formula, charge and spin = 3.486 eV
HOMO level = -10.52 eV
strongest force on any atom = 8.88 eV/Å
energy = -8357.133 eV
multiplicity = 1
lowest unoccupied orbital energy = -0.92 eV
net charge = 0

Cartesian coordinates (Å):
C  0.141  1.080  -0.108
C  -0.660  -0.949  0.083
N  -0.805  0.229  -0.162
O  1.031  0.925  0.721
F  1.266  -1.285  0.113
H  0.339  1.824  -0.860
H  -1.313  -1.823  0.214

=====

No. 2
The following is a quantum chemistry calculation of a structure of composition C9H16BBr12O2, from OMol25.

Values from the calculation:
HOMO level = -3.88 eV
strongest force on any atom = 0.53 eV/Å
energy = -854874.469 eV
multiplicity = 1
lowest unoccupied orbital energy = 1.16 eV
net charge = -1

Cartesian coordinates (Å):
C  0.742  -0.396  0.879
C  1.953  0.536  0.722
C  2.386  1.194  2.019
C  2.690  0.193  3.153
C  3.896  0.613  4.018
O  4.975  -0.105  3.512
B  4.370  -1.444  3.242
O  3.033  -1.049  2.636
H  -0.120  -0.010  0.340
H  0.970  -1.374  0.466
H  0.491  -0.550  1.922
H  1.694  1.326  0.015
H  2.792  -0.019  0.321
H  3.294  1.769  1.821
H  1.636  1.919  2.342
H  1.816  0.165  3.830
H  3.680  0.291  5.051
H  4.083  1.689  4.028
H  4.172  -2.081  4.299
H  5.049  -2.061  2.417
C  -0.748  3.182  -2.481
Br  -0.817  1.298  -2.121
Br  -2.174  4.153  -1.628
Br  0.965  3.918  -2.026
H  -0.880  3.305  -3.545
C  -1.521  -0.764  -5.374
Br  -2.322  -1.677  -6.868
Br  -0.264  -1.897  -4.467
Br  -0.692  0.882  -5.908
H  -2.319  -0.520  -4.687
C  -4.170  -2.598  -2.610
Br  -2.559  -2.922  -1.623
Br  -5.668  -3.537  -1.858
Br  -4.527  -0.711  -2.748
H  -4.019  -2.974  -3.611
C  -4.324  -0.019  0.821
Br  -3.110  -0.008  2.302
Br  -6.012  -0.828  1.273
Br  -4.558  1.737  0.080
H  -3.883  -0.627  0.047

=====

No. 3
The following is a quantum chemistry calculation of a structure of composition C5H39N2O13 in a non-equilibrium geometry, from OMol25.

Values from the calculation:
ΔE to the lowest compared entry with this formula, charge and spin = 6.912 eV
HOMO level = -11.39 eV
strongest force on any atom = 11.27 eV/Å
energy = -35406.481 eV
multiplicity = 1
lowest unoccupied orbital energy = -2.39 eV
net charge = +1

Cartesian coordinates (Å):
C  1.812  -0.779  1.669
C  1.582  -1.241  0.239
C  0.706  -0.340  -0.552
C  -0.622  -0.328  -0.573
N  -1.285  0.622  -1.384
C  -2.698  0.330  -1.655
N  2.277  0.656  1.736
H  0.875  -0.852  2.214
H  2.521  -1.469  2.143
H  2.491  -1.540  -0.287
H  1.111  -2.221  0.382
H  1.137  0.244  -1.361
H  -1.209  -0.970  0.077
H  -0.695  0.729  -2.197
H  -3.184  -0.360  -0.965
H  -3.279  1.253  -1.565
H  -2.883  -0.122  -2.628
H  1.529  1.267  2.108
H  2.507  1.043  0.810
H  3.052  0.899  2.354
H  0.847  -4.666  -1.831
H  2.183  -4.178  -1.255
O  1.265  -3.932  -1.372
H  -0.604  -2.115  4.335
H  -0.247  -3.225  3.647
O  0.211  -2.389  3.871
H  -0.618  1.800  3.124
H  -4.127  -1.552  1.050
O  0.248  2.029  2.773
H  3.104  1.287  -0.271
H  2.108  2.463  -0.411
O  2.597  1.931  0.257
H  -2.653  -1.823  1.274
H  -3.003  0.524  2.121
O  -3.413  -1.444  1.684
H  0.168  3.008  -0.538
H  0.932  4.285  -0.567
O  0.850  3.472  -1.077
H  0.295  -3.787  0.618
H  -0.985  -4.249  -0.139
O  -0.627  -4.039  0.717
H  4.090  -0.328  -1.878
H  2.675  0.256  -2.123
O  3.253  -0.162  -1.430
H  -2.821  -3.906  0.371
H  -2.201  -2.734  -0.499
O  -3.009  -3.164  -0.207
H  -1.632  3.519  -2.820
H  -0.092  3.252  -2.667
O  -0.865  3.107  -3.228
H  -3.400  2.046  2.532
H  -1.683  2.139  -0.588
O  -2.717  1.432  2.261
H  0.231  2.331  1.862
H  -2.129  2.829  0.608
O  -1.544  2.996  -0.146
H  1.480  1.118  -3.836
H  3.017  1.291  -3.944
O  2.323  0.666  -3.693

=====

No. 4
The following is a quantum chemistry calculation of a cluster of 2 separate species, C4H6OS in total in a non-equilibrium geometry, from OMol25.

Values from the calculation:
ΔE to the lowest compared entry with this formula, charge and spin = 3.443 eV
HOMO level = -8.87 eV
strongest force on any atom = 4.03 eV/Å
energy = -17124.687 eV
multiplicity = 1
lowest unoccupied orbital energy = -0.34 eV
net charge = 0

Cartesian coordinates (Å):
C  1.392  0.508  0.181
C  0.617  0.079  -0.805
C  0.315  -1.371  -0.481
O  0.678  -1.868  0.558
H  1.553  -0.116  1.004
H  1.954  1.452  0.161
H  0.233  0.342  -1.816
H  -0.139  -1.836  -1.400
C  -1.551  0.790  0.695
S  -2.721  0.070  -0.113
H  -1.281  1.749  0.495
H  -1.051  0.201  1.520

=====

No. 5
The following is a quantum chemistry calculation of an isolated molecule of C5H3FN2O3 in a non-equilibrium geometry, from OMol25.

Values from the calculation:
ΔE to the lowest compared entry with this formula, charge and spin = 0.000 eV
HOMO level = -9.71 eV
strongest force on any atom = 5.82 eV/Å
energy = -17072.827 eV
multiplicity = 1
lowest unoccupied orbital energy = -1.10 eV
net charge = 0

Cartesian coordinates (Å):
O  -2.907  0.815  0.182
C  -2.275  -0.089  0.664
C  -0.845  0.069  0.265
N  -0.393  0.604  -0.928
C  0.910  0.497  -1.435
O  1.183  0.926  -2.517
N  1.792  -0.213  -0.701
C  1.453  -0.607  0.587
O  2.258  -1.115  1.405
C  0.092  -0.441  1.112
F  -0.420  -0.808  2.336
H  -2.620  -0.775  1.378
H  -0.981  1.162  -1.468
H  2.753  -0.027  -0.881

=====

No. 6
The following is a quantum chemistry calculation of a cluster of 13 separate species, C51H79O25 in total in a non-equilibrium geometry, from OMol25.

Values from the calculation:
HOMO level = -2.97 eV
strongest force on any atom = 5.47 eV/Å
energy = -105352.376 eV
multiplicity = 1
lowest unoccupied orbital energy = 1.42 eV
net charge = -1

Cartesian coordinates (Å):
C  -0.210  0.834  -1.007
C  0.034  0.137  0.325
C  -1.286  -0.233  1.004
O  0.937  -0.930  0.224
H  0.728  0.956  -1.549
H  -0.667  1.816  -0.887
H  -0.901  0.364  -1.706
H  0.524  0.829  1.010
H  -1.862  -0.991  0.474
H  -1.942  0.607  1.230
H  -0.971  -0.689  1.943
O  6.256  0.696  8.070
C  5.702  0.214  7.088
O  5.642  0.845  5.926
C  5.134  0.015  4.932
C  4.391  -1.090  5.641
C  5.002  -1.059  7.052
H  6.026  -0.328  4.410
H  4.506  0.626  4.283
H  4.550  -2.039  5.129
H  3.318  -0.898  5.638
H  5.669  -1.916  7.153
H  4.239  -1.082  7.830
O  4.803  5.488  -2.609
C  5.612  4.704  -2.067
O  6.952  4.664  -2.467
C  7.774  4.255  -1.362
C  6.858  4.173  -0.192
C  5.460  3.939  -0.799
H  8.621  4.904  -1.141
H  8.093  3.237  -1.584
H  6.813  5.112  0.361
H  7.075  3.358  0.497
H  4.753  4.400  -0.111
H  5.213  2.897  -1.002
O  -7.224  0.420  -2.011
C  -7.090  1.390  -2.812
O  -7.855  1.514  -3.928
C  -7.848  2.836  -4.428
C  -6.550  3.379  -3.874
C  -6.214  2.595  -2.614
H  -8.685  3.425  -4.051
H  -7.834  2.897  -5.516
H  -6.497  4.436  -3.611
H  -5.742  3.266  -4.597
H  -6.435  3.114  -1.681
H  -5.155  2.338  -2.659
O  6.067  -1.446  -6.034
C  5.765  -2.023  -4.980
O  5.348  -3.317  -5.051
C  5.083  -3.832  -3.757
C  5.925  -2.923  -2.866
C  5.988  -1.591  -3.537
H  5.310  -4.889  -3.620
H  4.007  -3.723  -3.619
H  6.882  -3.440  -2.797
H  5.463  -2.840  -1.882
H  6.941  -1.085  -3.385
H  5.083  -1.060  -3.241
O  -0.273  0.598  8.270
C  -0.059  1.859  8.207
O  1.001  2.452  8.756
C  1.133  3.822  8.262
C  -0.291  4.260  7.961
C  -0.857  2.892  7.482
H  1.787  3.958  7.400
H  1.597  4.422  9.045
H  -0.195  5.000  7.166
H  -0.723  4.599  8.902
H  -0.647  2.845  6.414
H  -1.926  2.727  7.613
O  -4.086  -4.952  -2.626
C  -3.157  -5.642  -3.085
O  -3.352  -6.589  -3.976
C  -2.127  -7.079  -4.461
C  -1.084  -6.683  -3.455
C  -1.650  -5.439  -2.789
H  -1.832  -6.633  -5.411
H  -2.153  -8.165  -4.550
H  -0.163  -6.557  -4.024
H  -0.775  -7.535  -2.850
H  -1.332  -4.451  -3.123
H  -1.398  -5.567  -1.736
O  -0.071  8.805  -8.802
C  -0.246  7.795  -8.088
O  -0.696  6.697  -8.665
C  -0.612  5.474  -7.944
C  -0.812  6.121  -6.557
C  -0.217  7.540  -6.588
H  0.357  4.978  -7.995
H  -1.343  4.743  -8.292
H  -0.403  5.441  -5.810
H  -1.875  6.154  -6.319
H  0.839  7.564  -6.321
H  -0.899  8.230  -6.092
O  -2.567  -0.936  -6.618
C  -1.579  -1.448  -7.114
O  -1.644  -2.724  -7.618
C  -0.411  -3.217  -8.068
C  0.339  -1.977  -8.501
C  -0.093  -1.044  -7.333
H  -0.655  -3.868  -8.908
H  0.165  -3.735  -7.302
H  -0.041  -1.714  -9.488
H  1.420  -2.114  -8.516
H  0.073  0.007  -7.570
H  0.424  -1.183  -6.384
O  -4.814  -5.115  2.950
C  -4.000  -5.210  3.832
O  -4.346  -5.073  5.152
C  -3.210  -4.977  5.984
C  -2.041  -5.645  5.175
C  -2.512  -5.501  3.690
H  -3.318  -5.504  6.932
H  -2.989  -3.917  6.110
H  -1.862  -6.698  5.393
H  -1.078  -5.206  5.434
H  -2.339  -6.444  3.172
H  -2.029  -4.637  3.233
O  -0.832  10.100  2.161
C  -0.672  9.016  1.680
O  -0.531  7.902  2.429
C  -0.277  6.720  1.644
C  -0.764  7.192  0.260
C  -0.495  8.655  0.264
H  -0.958  5.903  1.880
H  0.777  6.450  1.583
H  -1.793  6.883  0.076
H  -0.321  6.620  -0.556
H  -1.153  9.337  -0.275
H  0.527  8.754  -0.101
O  1.533  -8.866  1.269
C  2.699  -8.531  1.287
O  3.658  -9.399  1.208
C  4.963  -8.825  1.149
C  4.682  -7.278  1.280
C  3.176  -7.095  0.993
H  5.325  -9.120  0.164
H  5.593  -9.145  1.979
H  5.359  -6.822  0.558
H  4.958  -6.927  2.274
H  3.039  -6.870  -0.065
H  2.827  -6.308  1.662
O  -8.313  -1.197  3.651
C  -8.009  -0.730  4.690
O  -8.628  -1.163  5.752
C  -8.189  -0.540  6.951
C  -7.347  0.560  6.451
C  -6.924  0.262  5.017
H  -7.618  -1.283  7.507
H  -9.063  -0.239  7.528
H  -6.460  0.611  7.083
H  -7.848  1.518  6.592
H  -5.999  -0.303  4.899
H  -6.845  1.109  4.335